14
Properties=species:S:1:pos:R:3:lowdin_charge:R:1 method="wB97M-V/def2-TZVPD" total_energy_ha=-287.394920 orbital_gap_ha=0.3140 e_above_lowest_kj_mol=504.9
H -1.87177 -0.67099 -1.18648 0.0725
H 1.96732 -2.07910 -0.59197 0.1069
C 1.38654 1.25358 -0.51146 0.0071
H -1.72033 1.00917 -0.67080 0.0674
H 0.87897 1.33909 1.72297 0.0831
C 0.79401 0.93835 0.73548 -0.0882
H 1.38412 1.92116 -1.34049 0.0916
H -2.75905 -0.08429 0.23095 0.0650
C -1.82561 -0.01439 -0.31860 -0.0733
N 0.12313 -1.43461 0.01951 0.0471
H -0.88396 -0.57243 1.59441 0.1175
C 1.35871 -1.27519 -0.21164 -0.1297
C -0.64978 -0.40492 0.55189 -0.2569
C 1.81771 0.07458 -0.02377 -0.1103

---

17
Properties=species:S:1:pos:R:3:lowdin_charge:R:1 method="wB97M-V/def2-TZVPD" total_energy_ha=-657.269056 smiles=CC(C)(C)CCl orbital_gap_ha=0.4159 e_above_lowest_kj_mol=81.2
H -1.49796 -0.97665 1.13661 0.0912
H 0.53095 0.18286 1.94951 0.0690
C -1.08354 -1.17628 0.13684 -0.0649
Cl -1.73754 1.95232 -0.87383 0.4784
H 1.49506 0.57118 -1.42749 0.0750
H 1.86612 0.63643 0.87217 0.1172
C 0.01841 -0.17197 -0.00316 -0.6946
H 0.37710 1.89626 0.24426 0.0922
H -0.93066 1.26285 1.32342 0.0556
C 0.64628 -0.10293 -1.43232 -0.0653
H 1.18220 -1.02408 -1.65467 0.0731
H -1.91358 -0.74344 -0.52404 0.0800
C 1.06566 -0.16633 1.08240 -0.0816
H 1.52267 -1.10783 1.34402 0.0860
H -0.91699 -2.18963 -0.28537 0.0977
C -0.51780 1.21593 0.36148 -0.4915
H -0.10639 -0.05871 -2.24983 0.0827

---

78
Properties=species:S:1:pos:R:3:lowdin_charge:R:1 method="wB97M-V/def2-TZVPD" multiplicity=4 total_energy_ha=-3140.451188 charge=-1 orbital_gap_ha="0.2093 / 0.1955"
H -5.20494 0.58957 -4.25744 0.0971
C -1.62594 -0.41383 4.05206 -0.1956
H 3.68966 1.84557 -3.73084 0.1057
C -1.88744 2.46817 -5.77774 -0.0358
C -1.37794 2.43647 -0.55874 -0.1306
N 0.41826 2.92077 -5.40544 0.0247
C -5.13534 -0.14053 -5.07424 -0.1099
H -0.76144 3.71437 -3.61124 0.1026
H 0.06336 2.10357 1.62146 0.0380
O -3.83034 -0.63013 -5.21944 -0.0976
H -2.98884 1.05767 3.22016 0.1020
H -3.95884 2.02257 -5.91434 0.1002
C 1.27676 -1.32923 6.00466 -0.0658
C 2.44166 -0.98703 3.89466 -0.3469
C 1.44086 -2.72453 5.89506 -0.2883
H 3.20046 -2.79233 2.99866 0.1080
C -1.94594 0.75447 3.11246 -0.2002
C -2.80704 0.29057 -5.34814 -0.2702
N 0.47506 -4.28223 7.66406 0.1044
H 1.53856 -3.83373 0.69486 0.0585
H 0.54916 0.27617 -4.92674 0.1117
H 3.57016 -0.56603 2.14846 0.0539
H -2.44464 -0.58573 4.75466 0.1076
H 1.99476 -2.54213 -2.78924 0.0678
C -0.62424 3.14957 -2.70174 -0.0042
C 0.91496 -3.57843 6.86026 -0.2581
C 1.33116 -3.60713 -0.34924 -0.0703
H 1.93256 -4.26263 -0.97614 0.0628
C -1.62264 3.11637 -1.74684 -0.0451
C -0.44114 0.65567 -5.12774 -0.0071
H 4.05206 1.08647 -1.42174 0.1163
C 1.38766 -1.88353 -2.17014 -0.0592
Co 1.07446 0.02157 1.40496 0.5508
C 2.05026 1.43427 -0.76394 -0.3257
H -2.23324 -1.94793 2.67806 0.1139
H 1.61916 -0.85083 -2.41334 0.0481
O 0.89386 -1.28393 0.08996 -0.3018
H -1.18094 -2.51313 3.99316 0.1111
H -5.75454 -1.00803 -4.83874 0.0896
H 0.74196 -0.93783 6.86046 0.1124
H -5.50834 0.32137 -5.99744 0.0865
C 1.62886 2.36277 -3.46294 -0.2606
H 0.27706 -3.80203 -0.54384 0.0704
H -0.73174 -0.18793 4.62996 0.0742
C 2.15896 -3.23603 4.79666 -0.0559
H 2.98016 0.88667 3.05096 0.0452
H 0.95846 2.35647 2.97586 0.0885
H -2.56024 3.62127 -1.91654 0.0966
O 2.25506 1.03727 0.45106 -0.1259
N -0.18824 -1.53533 2.39836 0.0185
H 2.73616 -1.98143 -0.48264 0.1306
H -1.79104 0.43537 2.07936 0.0935
C 2.82446 -0.16073 2.82356 -0.1192
H 0.33406 -2.06023 -2.37594 0.0714
N 0.22086 1.78107 2.58356 0.0057
H -0.32744 -2.02383 1.51406 0.0737
H 1.64216 0.57747 5.13986 0.1007
C 2.64776 -2.39523 3.83986 -0.0826
H -1.53764 2.87807 3.05436 0.1015
C -2.97564 1.62497 -5.70434 -0.0344
C -1.35064 -1.69803 3.27586 -0.2319
C 2.88706 1.90077 -3.00894 -0.0271
H -2.14504 2.36757 0.20566 0.1047
C 0.77276 1.92597 -1.18154 -0.1347
C -1.01854 1.95017 3.34536 -0.2578
H 0.61846 -1.97633 2.83136 0.0565
H -2.02334 3.50467 -6.05064 0.1077
C 1.65446 -2.12763 -0.67234 -0.5692
C 0.57326 2.47207 -2.47984 -0.0719
H 2.31356 -4.30523 4.72366 0.1108
C 1.77276 -0.49123 5.04756 -0.0803
C -1.51874 -0.19013 -5.10694 -0.0013
C -0.59924 2.02687 -5.42364 -0.3342
H -1.39724 -1.23703 -4.87514 0.1167
N -0.21664 1.89637 -0.26704 0.1005
C 3.08386 1.45647 -1.72594 -0.0092
N 1.50036 2.74147 -4.72814 0.0590
H -0.78184 2.04037 4.41226 0.1085

---

23
Properties=species:S:1:pos:R:3:lowdin_charge:R:1 method="wB97M-V/def2-TZVPD" multiplicity=5 total_energy_ha=-1898.413254 charge=+1 orbital_gap_ha="0.3085 / 0.2952" e_above_lowest_kj_mol=197.1
H 16.56621 -1.93308 3.44839 0.0227
O 10.02137 0.59627 3.32714 -0.0319
H 14.32997 1.68392 4.66059 0.1030
H 14.48055 0.24125 5.21206 0.1192
H 10.93702 -3.56517 2.55396 0.0291
O 10.49954 -2.88707 2.03129 -0.0484
O 13.46655 -2.64099 0.74147 -0.0439
H 13.11816 -1.85602 1.18146 -0.0165
F 12.47837 -0.78955 2.95850 -0.4430
H 13.45540 -2.43007 -0.19739 0.0458
H 9.77533 0.12396 2.51637 0.1096
H 13.17760 1.60372 1.61499 0.1181
H 9.21852 0.66809 3.86168 0.1121
O 16.16422 -2.58609 2.86967 -0.0403
H 10.99908 -2.08226 2.20187 -0.0280
H 15.23866 -2.33808 2.77774 -0.0083
H 13.11856 -2.47791 3.84115 -0.0207
O 13.83913 0.87265 4.85620 -0.0257
H 12.27689 -3.67095 4.27160 0.0284
H 12.31063 2.77394 2.15679 0.1114
O 13.19043 -3.38712 4.17049 -0.0473
O 12.69451 1.91746 2.39385 -0.0341
Fe 12.00024 0.76855 3.92515 0.9889

---

15
Properties=species:S:1:pos:R:3:lowdin_charge:R:1 method="wB97M-V/def2-TZVPD" total_energy_ha=-701.879473 orbital_gap_ha=0.3457 e_above_lowest_kj_mol=519.9
N 0.30663 1.93438 -0.24339 -0.4340
H 1.19940 2.49643 1.65361 0.1026
H -1.15982 -2.67025 -0.48431 0.1108
N 2.33993 0.99584 0.72312 0.0449
H -0.22013 -1.23001 -1.76534 0.1100
H 0.37022 -0.63565 -0.20043 0.0318
C -0.36075 -0.44073 -0.93912 -0.6179
H -2.30294 -2.07481 1.16201 0.1367
C -1.25634 -1.98418 0.52022 -0.1005
O -1.53001 -0.62934 -0.10197 -0.2620
C 1.25443 1.84340 0.77355 -0.3221
H -0.28438 -2.27729 1.08680 0.1007
H 2.12961 0.74754 -0.23394 -0.0394
S 0.07082 1.06889 -1.65844 0.9188
H -0.55667 2.85578 -0.29236 0.2195

---

89
Properties=species:S:1:pos:R:3:lowdin_charge:R:1 method="wB97M-V/def2-TZVPD" multiplicity=3 total_energy_ha=-2376.959348 charge=+2 orbital_gap_ha="0.2172 / 0.2117" e_above_lowest_kj_mol=0.0
C 3.15021 2.10946 -1.76071 -0.1069
H 2.17636 0.26372 4.69237 0.0869
C -0.24345 2.07682 4.19315 -0.2117
H 1.65305 -1.00904 -5.86395 0.0905
H 0.69401 2.40410 4.67624 0.1027
H -3.34864 1.22778 5.36944 0.1424
C 0.06400 -1.40141 6.80823 -0.0693
C -2.59759 1.08522 2.45843 -0.1771
H -1.20679 1.67886 0.90318 0.1055
H -2.35317 -1.10419 2.79350 0.1047
H -2.09494 0.80671 6.51519 0.1043
H 1.77330 -1.52019 4.64834 0.0741
C -1.95539 -3.41373 -1.94693 -0.0461
C -0.58850 -1.17778 8.02068 -0.0679
C -1.25751 -4.85721 -6.39728 -0.0506
C 0.93852 0.86814 6.87131 -0.0708
C 1.36196 -0.95155 1.90945 -0.2045
C -0.09151 -5.03248 -5.64505 -0.0608
H 0.02547 -2.36097 6.28638 0.1209
C 0.80785 -0.36281 6.21921 -0.3040
H 3.99685 3.30632 -6.68001 0.1182
C -2.06224 -1.63600 0.20216 -0.0942
C 2.55657 0.28094 -7.34267 -0.0594
H -0.01972 2.92411 -2.74144 0.0890
C -2.94465 -2.71660 0.15233 -0.0474
H -2.07819 -0.21850 -3.80172 0.1010
Mo 0.12090 0.04192 3.24748 1.4213
C 2.59482 4.37342 -1.12277 -0.0571
H 0.58675 2.59578 2.25901 0.1198
H -1.21982 2.85863 5.94076 0.1242
H 3.37719 2.66021 -4.37564 0.1009
H 3.85022 1.27495 -1.78991 0.1136
H -3.66636 -2.85528 0.95482 0.1153
C 3.12738 1.99878 -5.20509 -0.0766
C 2.16985 -0.06706 -6.05081 -0.0962
H -0.50352 -0.54300 -0.78834 0.0938
C -0.13840 0.83059 -3.95903 -0.2916
H 2.87113 5.31928 -0.66454 0.1150
H -1.05476 0.26347 9.57642 0.1172
H 2.09380 -1.42718 2.57522 0.0056
C -1.51066 2.02536 1.90315 -0.1827
H -1.86645 -1.14198 5.09250 0.1150
C -2.06765 -0.13534 3.20372 -0.2696
H 1.87248 -0.23127 1.25074 0.0216
H -1.63403 -5.66192 -7.02163 0.1163
C -2.26369 1.01585 5.44648 -0.1484
H -0.35389 1.78033 -4.46368 0.1018
C 0.96983 3.03614 -2.31028 -0.0906
C 0.34881 -4.01991 -4.79291 -0.0935
C -0.42383 -2.84694 -4.64323 -0.3881
P -0.04730 -1.71062 -3.25630 1.0471
C -1.49889 2.30508 5.02760 -0.1450
C -0.98064 -0.22044 -3.75499 -0.2826
C 3.21209 1.49382 -7.56856 -0.0535
H 1.57710 1.63010 6.42145 0.1114
H -2.04644 -1.67161 -5.46244 0.0962
C 1.33814 4.24420 -1.72286 -0.0596
C -1.16077 -1.41383 -0.81864 -0.1225
C -1.12225 -2.28987 -1.91313 -0.3523
C 3.49596 3.30506 -1.13392 -0.0648
H 0.83623 -1.71144 1.32177 0.0143
H -3.18005 0.72004 1.60196 0.1146
H -1.20536 -1.97385 8.44667 0.1168
H -3.33248 1.65269 3.04768 0.1214
H 4.47208 3.40616 -0.66206 0.1162
C -0.49915 0.06780 8.65452 -0.0682
C 2.42451 0.80684 -4.97627 -0.3250
H -2.20180 2.96792 4.49049 0.1216
H -1.91002 3.03515 1.72437 0.1339
H 0.63428 5.07972 -1.74536 0.1176
H -2.05851 -0.94482 1.03919 0.0396
H 1.27615 -4.13056 -4.22680 0.1103
H -2.85011 -3.48450 -6.95198 0.1195
C 1.88785 1.97904 -2.37286 -0.3933
H -1.87487 -4.13275 -2.75839 0.1131
P 1.53907 0.47502 -3.34241 1.0603
H 3.47270 1.78264 -8.58540 0.1173
C -1.87756 -0.15969 4.61223 -0.1302
H 0.46221 -5.96766 -5.71114 0.1166
C -1.52181 -2.62757 -5.48857 -0.0832
C -0.25910 2.10680 2.74853 -0.2742
H 0.34170 2.07478 8.54546 0.1183
H 2.34023 -0.39699 -8.16486 0.1154
C 0.27990 1.08534 8.08076 -0.0659
C -1.95457 -3.64463 -6.34331 -0.0529
C 1.39027 -0.50239 4.83830 -0.2265
C 3.49524 2.35235 -6.50449 -0.0554
C -2.90635 -3.59207 -0.93582 -0.0432
H -3.62364 -4.40986 -1.00267 0.1205